{"formula": "C25H31ClN2OPdSi", "method": "the ωB97M-V functional and the def2-TZVPD basis", "homo_ev": [-13.5, -14.4], "spin_multiplicity": 5, "charge": 2, "homo_lumo_gap_ev": [7.28, 5.88], "fmax_ev_per_a": 0.92, "lumo_ev": [-6.193, -8.468], "molar_mass_g_mol": 545.495, "elements": ["Pd", "Cl", "Si", "O", "N", "N", "C", "C", "C", "C", "C", "C", "C", "C", "C", "C", "C", "C", "C", "C", "C", "C", "C", "C", "C", "C", "C", "C", "C", "C", "C", "H", "H", "H", "H", "H", "H", "H", "H", "H", "H", "H", "H", "H", "H", "H", "H", "H", "H", "H", "H", "H", "H", "H", "H", "H", "H", "H", "H", "H", "H", "H"], "xyz": [[0.767230, -0.703422, 0.172571], [6.303261, 3.106533, -3.051698], [-1.544354, -0.753238, -0.290348], [2.240638, -0.616271, -1.486923], [0.782699, -0.755220, 2.445983], [1.719811, 1.155056, 0.788362], [-2.136451, 0.787723, -1.226667], [1.181939, 1.572164, 2.038278], [-3.669540, 0.802647, -1.211724], [1.068541, 2.878626, 2.422092], [4.094835, -0.136443, -2.800063], [-0.044874, -1.488281, 4.569381], [-1.577163, 1.916052, -0.344662], [4.369043, 2.274732, -1.400818], [3.179274, 0.173935, -1.717742], [0.169654, 2.226154, 4.558591], [-2.785191, -1.293125, 0.958382], [2.707769, 1.765088, 0.269658], [5.166447, 1.980092, -2.526836], [-0.792213, -3.536060, -0.572242], [0.552188, 3.209478, 3.694153], [-0.133655, -0.202515, 5.017098], [3.399113, 1.411965, -0.970880], [-1.606615, 0.933299, -2.650691], [-1.499943, -2.713941, -1.608178], [0.730832, 0.537360, 2.893090], [0.253212, 0.864998, 4.173075], [0.403672, -1.718424, 3.256928], [-2.959393, -2.986081, -1.811875], [5.041263, 0.744055, -3.203635], [-0.693235, -2.385969, -2.823145], [0.465892, 4.249738, 3.978816], [-3.499812, -3.148247, -0.880584], [-1.969245, 2.868849, -0.715995], [-3.768173, -1.453126, 0.513191], [0.187672, -3.125883, -0.298096], [-2.486433, -2.188330, 1.506145], [3.965567, -1.090873, -3.293313], [1.361468, 3.668520, 1.740113], [-1.384009, -3.700970, 0.327525], [-0.494444, 0.013869, 6.015612], [-1.880225, 1.828360, 0.705563], [5.702384, 0.519580, -4.030215], [-2.868960, -0.471368, 1.681522], [-1.812692, 1.949840, -3.002907], [-0.526371, 0.776207, -2.713716], [-0.487987, 1.962096, -0.387403], [-0.432543, -3.340897, -3.303501], [-1.241735, -1.800755, -3.550747], [3.133033, 2.612006, 0.810776], [-4.103474, -0.069707, -1.707763], [-0.321848, -2.325728, 5.195294], [-4.074512, 0.860832, -0.199505], [0.460602, -2.728755, 2.869128], [0.254214, -1.895055, -2.587443], [-3.046236, -3.913159, -2.399501], [-4.019757, 1.686991, -1.754192], [-0.576490, -4.518657, -1.015805], [-3.452250, -2.206960, -2.397546], [-2.104949, 0.254079, -3.340078], [4.542089, 3.202763, -0.868167], [-0.209586, 2.473791, 5.543257]], "forces_ev_per_a": [[0.7, -0.1, 0.5], [0.1, 0.1, 0.0], [0.4, 0.3, -0.3], [-0.1, -0.2, -0.1], [-0.4, 0.1, -0.2], [-0.5, -0.2, 0.0], [-0.1, -0.3, -0.2], [0.1, 0.1, -0.1], [-0.1, 0.2, -0.1], [0.0, 0.1, 0.0], [-0.1, 0.0, 0.1], [0.0, -0.1, 0.0], [-0.1, 0.1, 0.1], [0.2, 0.1, -0.1], [0.0, 0.1, 0.0], [0.0, 0.0, 0.0], [-0.1, -0.2, 0.4], [0.2, 0.1, -0.2], [0.0, -0.1, 0.0], [-0.1, 0.0, 0.0], [0.0, 0.0, -0.1], [0.0, 0.0, 0.1], [-0.1, -0.2, 0.1], [0.0, 0.2, 0.0], [-0.2, 0.0, 0.0], [0.0, -0.2, 0.0], [0.0, 0.0, 0.1], [0.1, 0.0, 0.0], [0.0, 0.0, -0.1], [0.1, 0.1, 0.0], [0.1, 0.0, 0.1], [0.0, 0.0, 0.0], [0.0, 0.0, -0.1], [0.0, 0.0, 0.0], [0.0, 0.0, 0.1], [0.1, 0.0, 0.0], [-0.1, 0.1, 0.0], [0.0, 0.0, 0.0], [0.0, 0.0, 0.0], [0.0, 0.0, -0.1], [0.0, 0.0, 0.0], [0.0, 0.0, 0.0], [0.0, 0.0, 0.0], [0.0, -0.1, 0.0], [0.0, -0.1, 0.0], [0.0, 0.0, 0.0], [0.0, 0.0, 0.0], [0.0, 0.0, 0.0], [-0.1, 0.1, -0.1], [0.0, 0.0, 0.0], [0.0, 0.1, 0.0], [0.0, 0.0, 0.0], [0.0, 0.0, -0.1], [0.0, 0.0, 0.0], [0.0, 0.0, 0.0], [0.0, 0.0, 0.0], [0.0, 0.0, 0.0], [0.0, 0.0, 0.0], [0.0, 0.0, 0.0], [0.0, -0.1, 0.0], [0.1, 0.0, -0.1], [0.0, 0.0, 0.0]], "lowdin_charge": [0.82, 0.85, 0.79, -0.06, 0.02, 0.02, -0.67, -0.22, -0.08, 0.01, 0.06, -0.02, -0.10, -0.02, -0.31, 0.01, -0.19, -0.03, -0.62, -0.09, -0.03, 0.03, -0.09, -0.08, -0.47, -0.17, -0.13, -0.10, -0.05, -0.05, -0.06, 0.12, 0.08, 0.11, 0.05, 0.06, 0.04, 0.14, 0.13, 0.08, 0.14, 0.08, 0.13, 0.06, 0.10, 0.08, 0.05, 0.12, 0.08, 0.15, 0.08, 0.12, 0.08, 0.12, 0.07, 0.12, 0.10, 0.13, 0.09, 0.08, 0.13, 0.13]}